Record 1
The following is a DFT calculation (ωB97M-V/def2-TZVPD) of a cluster of 2 separate species, C2H5BrN2 in total.

energy = -75174.56174 eV
frontier orbital gap (alpha / beta) = 8.457 / 8.480 eV
E_HOMO (alpha / beta) = -7.80 / -7.82 eV
net charge = 0
LUMO (alpha / beta) = 0.6580 / 0.6591 eV
multiplicity = 1

Geometry (Å):
C: 0.2261 0.7068 -1.2191
C: -0.2354 -0.4786 -0.4550
N: -0.4701 -0.3226 2.2447
N: 0.4217 -0.0073 1.5313
Br: 0.6500 -2.1095 -0.8419
H: 1.2847 0.8858 -1.0317
H: 0.0964 0.5638 -2.2949
H: -0.3360 1.5857 -0.9119
H: -1.2900 -0.6292 -0.2803
H: -0.3473 -0.1949 3.2587

Atoms 1-6, force components in eV/Å:
0.05 -0.10 -0.16
1.27 0.66 2.55
-1.30 -0.56 -0.24
-0.47 -0.46 -2.44
-0.09 0.10 0.02
0.02 -0.02 0.01



Record 2
The following is a DFT calculation (ωB97M-V/def2-TZVPD) of the molecule C2H5BrO.

SMILES = C[C@H](O)Br
energy = -74244.05843 eV
frontier orbital gap = 10.576 eV
E_HOMO = -9.95 eV
net charge = 0
LUMO = 0.6290 eV
multiplicity = 1

Geometry (Å):
C: -0.2036 -0.4800 -0.2856
C: 0.7147 0.5792 0.2179
O: 0.1507 1.6062 1.0050
Br: 1.8699 1.3332 -1.5120
H: -0.4680 -0.9508 0.6602
H: -1.1974 -0.1584 -0.7540
H: 0.0766 -1.1023 -1.1449
H: 1.6534 0.0596 0.8058
H: -0.5219 2.0719 0.5483

Atoms 1-6, force components in eV/Å:
-2.48 0.53 -1.00
2.90 0.38 0.55
2.34 -2.25 -0.25
-1.07 -0.35 1.39
-0.16 -0.92 -0.33
1.15 0.56 1.04



Record 3
The following is a DFT calculation (ωB97M-V/def2-TZVPD) of a cluster of 2 separate species, C2H5BrOS in total.

energy = -85076.20328 eV
frontier orbital gap (alpha / beta) = 7.354 / 6.796 eV
E_HOMO (alpha / beta) = -6.67 / -9.01 eV
net charge = 0
LUMO (alpha / beta) = 0.6797 / -2.2173 eV
multiplicity = 3

Geometry (Å):
C: -1.1441 -1.3775 0.3946
C: 0.8154 1.2703 0.0487
O: 1.1041 1.9836 -0.9757
S: -1.3964 0.0954 -0.5195
Br: 2.1082 -0.2291 0.4051
H: -1.8639 -1.4705 1.2387
H: -0.1126 -1.4630 0.6678
H: -1.3120 -2.1455 -0.3182
H: 0.6158 1.8843 0.9429
H: 1.1855 1.4518 -1.8844

Atoms 1-6, force components in eV/Å:
-0.26 0.20 0.62
0.26 -1.30 2.25
0.90 0.38 -4.73
-1.20 0.44 -0.48
0.06 0.47 0.07
0.52 0.02 -0.58



Record 4
The following is a DFT calculation (ωB97M-V/def2-TZVPD) of a cluster of 2 separate species, C2H5BrSi in total.

energy = -80070.73965 eV
frontier orbital gap = 7.430 eV
E_HOMO = -8.28 eV
net charge = 0
LUMO = -0.8521 eV
multiplicity = 1

Geometry (Å):
C: 1.6724 1.2660 0.1141
C: 0.9408 0.1461 -0.0778
Si: -2.3054 -1.0278 -0.7643
Br: 0.6356 -1.3298 1.0124
H: 1.9148 1.1686 1.1675
H: 2.0462 2.0700 -0.4574
H: -3.2860 -0.2579 -0.0361
H: 0.4097 0.1277 -1.0084
H: -2.0279 -2.1630 0.0501

Atoms 1-6, force components in eV/Å:
-0.92 -3.64 3.38
0.47 2.87 -2.55
1.02 0.74 -2.34
0.05 0.29 0.40
1.18 1.12 0.19
-0.38 0.49 -0.93



Record 5
The following is a DFT calculation (ωB97M-V/def2-TZVPD) of a cluster of 2 separate species, C2H5BrSi in total.

energy = -80071.50062 eV
frontier orbital gap (alpha / beta) = 6.773 / 7.960 eV
E_HOMO (alpha / beta) = -7.44 / -8.62 eV
net charge = 0
LUMO (alpha / beta) = -0.6707 / -0.6548 eV
multiplicity = 1

Geometry (Å):
C: -1.0250 -1.0628 -0.3818
C: 0.2711 -0.7924 -0.1525
Si: 0.5164 0.8111 0.7625
Br: 2.6054 0.9528 1.6567
H: -1.4638 -1.9356 -0.9555
H: -1.8083 -0.3580 -0.1188
H: 1.0228 -1.5021 -0.4605
H: -0.4876 1.7256 1.2023
H: 0.3691 2.1614 -1.5525

Atoms 1-6, force components in eV/Å:
-0.50 -0.77 -0.93
-1.69 0.05 0.83
2.36 0.40 -3.18
-1.27 0.01 -0.26
1.05 0.90 0.72
0.05 0.08 0.23



Record 6
The following is a DFT calculation (ωB97M-V/def2-TZVPD) of a structure of composition C2H5CdF10N2O9PS4.

energy = -107938.03581 eV
frontier orbital gap = 7.609 eV
E_HOMO = -3.16 eV
net charge = -2
LUMO = 4.4502 eV
multiplicity = 1

Geometry (Å):
Cd: 0.3371 0.7197 0.4794
C: 2.8945 -1.5392 -1.4770
C: 3.0755 -0.0459 -1.2781
O: 2.1789 0.6164 -0.4431
H: 1.9153 -1.6650 -1.9404
H: 2.9575 -2.1576 -0.5782
H: 3.6075 -1.9891 -2.1770
H: 2.9070 0.4020 -2.2693
H: 4.1071 0.2047 -0.9926
N: -0.5432 2.4612 0.2845
S: -0.2430 3.7044 1.2016
O: -1.1451 3.9932 2.2921
O: 0.5807 4.7284 0.6293
F: 0.8538 2.8675 2.0953
S: -1.8597 3.1300 -0.5835
O: -1.6022 4.2229 -1.4809
O: -3.1022 2.9956 0.1035
F: -1.9907 1.9269 -1.6263
N: -0.1758 -0.6565 1.7989
S: -1.7028 -0.6815 2.5151
O: -1.8176 -0.0398 3.7937
O: -2.4131 -1.9100 2.3258
F: -2.2857 0.4491 1.5690
S: 0.3773 -2.0615 2.3688
O: 0.2182 -3.1700 1.4980
O: 0.2511 -2.3321 3.7945
F: 1.9340 -1.6594 2.2801
P: -1.3371 -1.7896 -1.9955
F: -2.5057 -0.8235 -2.5909
F: -1.7151 -2.9040 -3.1740
F: -0.2711 -1.1317 -3.0321
F: -0.1268 -2.7315 -1.4731
F: -1.0307 -0.6036 -0.9130
F: -2.3279 -2.5305 -1.0044

Atoms 1-6, force components in eV/Å:
3.16 -1.59 -2.39
-0.45 -0.37 -0.10
-0.50 0.71 -0.42
0.23 -0.13 0.59
-0.04 -0.29 0.25
-0.18 0.29 0.22



Record 7
The following is a DFT calculation (ωB97M-V/def2-TZVPD) of a cluster of 2 separate species, C2H5Cl2FN in total.

energy = -31397.53911 eV
frontier orbital gap (alpha / beta) = 8.591 / 8.819 eV
E_HOMO (alpha / beta) = -13.67 / -13.88 eV
net charge = +1
LUMO (alpha / beta) = -5.0790 / -5.0615 eV
multiplicity = 1

Geometry (Å):
C: 0.6090 0.6213 0.0191
C: -0.2080 2.3398 1.5747
N: -0.4428 -0.3375 0.2665
F: 0.9228 2.6423 2.1958
Cl: -0.9023 3.6220 0.6842
Cl: -1.2576 1.3702 2.5665
H: 1.5603 0.4208 0.4763
H: 0.5722 1.1856 -0.8928
H: -0.9107 -0.0902 1.1917
H: -0.0925 -1.3033 0.3332
H: -1.1670 -0.2971 -0.4612

Atoms 1-6, force components in eV/Å:
-0.89 2.74 2.01
1.55 -1.85 -1.55
-0.27 -0.42 0.10
-0.65 0.09 -0.18
0.10 -0.27 0.31
0.02 0.42 -0.04



Record 8
The following is a DFT calculation (ωB97M-V/def2-TZVPD) of a structure of composition C2H5Cl3NO2PS.

energy = -65427.40896 eV
frontier orbital gap (alpha / beta) = 7.584 / 7.680 eV
E_HOMO (alpha / beta) = -10.45 / -10.46 eV
net charge = 0
LUMO (alpha / beta) = -2.8642 / -2.7766 eV
multiplicity = 1

Geometry (Å):
C: 2.0851 -0.7464 -0.2228
C: 1.3643 0.5233 0.3843
N: -0.9226 -0.3696 0.5805
O: -3.2930 0.7148 0.7283
O: -0.2608 1.0489 -2.7273
P: -2.5456 -0.4255 0.3036
S: -0.2660 0.8482 -0.1612
Cl: -2.9109 -2.1068 1.1775
Cl: -2.8258 -0.6881 -1.7207
Cl: -0.5969 2.5459 0.9809
H: 3.1762 -0.8173 0.1780
H: 1.4708 -1.5524 -0.0094
H: 2.0906 -0.7835 -1.2449
H: 2.0788 1.2700 0.2368
H: 1.3559 0.5386 1.5165

Atoms 1-6, force components in eV/Å:
0.88 1.62 2.93
2.30 -1.43 1.45
-0.20 0.47 -0.95
-1.51 1.70 0.74
0.03 -0.02 0.25
1.35 -0.51 -1.28